1.
Density functional theory data (ωB97M-V/def2-TZVPD) for one molecule with the formula C11H19N3O at a distorted geometry.

ORCA input file:
```
! wB97M-V def2-TZVPD RIJCOSX def2/J DEFGRID3
* xyz 0 1
O 2.72065 2.02400 0.46417
N 1.29326 -1.38046 0.15018
N 2.01764 -2.21966 1.05478
N 3.14189 0.33434 -0.99318
C -1.20193 1.92632 0.89488
C -0.83300 0.52830 1.41026
C 0.60289 0.43072 1.82464
C -0.14282 -1.65559 0.17479
C -0.94462 -0.28251 0.11652
C 1.36678 0.03504 0.55479
C -2.36523 -0.68177 -0.41353
C 2.51219 0.86146 0.05077
C -0.27219 2.11842 -0.24257
C -0.22387 0.61895 -0.80712
C 0.01045 0.30703 -2.25075
H 0.61573 2.46064 0.21574
H 3.94539 0.66389 -1.46110
H -2.25021 1.84421 0.51205
H -0.53240 -2.27471 0.97180
H -2.57759 -0.49495 -1.45260
H -2.52134 -1.68609 -0.19707
H 1.03839 1.34585 2.18674
H -0.35516 -2.18636 -0.77806
H -1.01569 -0.04138 -2.60704
H -1.61339 0.27583 2.18086
H -0.50309 2.83504 -1.04644
H 1.66426 -2.13350 2.10210
H 0.91530 -0.31048 2.51316
H 1.81606 -3.13980 0.80221
H 0.13452 1.26517 -2.79288
H -3.05690 -0.11416 0.17065
H 0.81750 -0.35035 -2.53865
H 3.08527 -0.63218 -1.20651
H -1.14159 2.72143 1.65635
*
```

**Electronic energy**: -669.9389 Eh
**F_max**: 0.1012 hartree/bohr
**ΔE to the lowest compared entry with this formula, charge and spin**: 61.4 kcal/mol
**HOMO-LUMO gap**: 8.565 eV
**M**: 209.3 Da
**HOMO energy**: -0.28719 Ha



2.
Density functional theory data (ωB97M-V/def2-TZVPD) for one molecule with the formula C11H19N3O3S.

ORCA input file:
```
! wB97M-V def2-TZVPD RIJCOSX def2/J DEFGRID3
* xyz 0 1
S -2.55319 -0.20735 -2.50472
O 2.21634 -2.95843 -0.19745
O -0.59078 -0.01884 1.84823
O 1.02020 0.87926 -0.76576
N -0.03745 -3.07477 0.27461
N 2.12444 2.10017 0.78004
N 1.07370 -1.28431 0.91906
C -1.41736 -1.23649 -1.52183
C -0.57258 3.43719 1.28486
C 0.78656 4.12259 1.21859
C 1.69001 0.95036 0.24347
C -2.07937 -1.72255 -0.23674
C -0.21200 -1.00989 1.27646
C 2.13266 -0.31261 0.99903
C 1.19428 -2.51381 0.24886
C -1.04761 -2.19357 0.80094
C -2.24514 1.38379 -1.68970
C 1.74731 3.40146 0.27152
H -2.63336 1.36224 -0.67480
H 2.60220 2.08517 1.66732
H -1.21684 3.94349 1.99935
H 1.23136 4.16262 2.21628
H -0.25069 -3.91025 -0.24237
H -2.77914 -2.52947 -0.46258
H 1.27124 3.23569 -0.69665
H 2.36201 -0.09238 2.04529
H -1.13123 -2.07013 -2.16192
H -1.56870 -2.65010 1.65156
H -1.17423 1.56604 -1.68377
H -1.05354 3.46199 0.30981
H -2.75998 2.14242 -2.26958
H -0.47459 2.39783 1.58948
H -0.54072 -0.62038 -1.32155
H 3.00566 -0.75316 0.50753
H 2.65446 3.99720 0.12665
H -2.64085 -0.90617 0.22238
H 0.66499 5.14884 0.86731
*
```

**Electronic energy**: -1218.8157 Eh
**F_max**: 0.0124 hartree/bohr
**SMILES**: CCCNC(=O)CN1C(=O)N[C@H](CCSC)C1=O
**ΔE to the lowest compared entry with this formula, charge and spin**: 0.0 kcal/mol
**HOMO-LUMO gap**: 8.962 eV
**M**: 273.4 Da
**HOMO energy**: -0.30489 Ha



3.
Density functional theory data (ωB97M-V/def2-TZVPD) for C11H19N4Tl as an isolated structure at a distorted geometry.

ORCA input file:
```
! wB97M-V def2-TZVPD RIJCOSX def2/J DEFGRID3
* xyz 2 1
Tl 8.36897 5.89435 2.09543
N 10.63576 5.39684 4.61317
N 7.15724 4.52003 3.84210
N 6.71642 7.11101 4.63645
N 9.15365 8.46071 3.60416
C 5.60206 9.13197 4.16726
C 4.40744 7.10841 4.15665
C 9.50453 4.14696 4.52131
C 5.59439 6.43427 4.42258
C 5.75971 4.95632 4.28053
C 8.08241 4.58569 4.93801
C 8.14328 8.95815 4.57356
C 10.34827 7.93495 4.34035
C 6.75436 8.39563 4.42200
C 9.96431 6.70080 5.08296
C 4.38500 8.48460 3.94371
H 5.60850 4.50544 5.25792
H 9.95461 6.74430 6.13718
H 11.22079 7.81078 3.67180
H 11.39835 5.08301 5.28733
H 5.71986 10.20940 4.02280
H 7.96739 5.56749 5.38544
H 9.44648 9.18566 2.91076
H 7.69375 3.90970 5.69672
H 9.62019 3.63869 3.55944
H 9.89745 3.51134 5.27758
H 8.48237 8.73309 5.56906
H 3.47603 6.52941 4.06118
H 3.47814 8.99383 3.59735
H 4.98568 4.52452 3.63582
H 8.04545 10.05559 4.44696
H 7.08700 3.47419 3.62718
H 10.66369 8.75161 5.03760
H 10.79149 5.06002 3.70514
H 8.95336 6.54278 4.78833
*
```

**Electronic energy**: -821.4041 Eh
**F_max**: 0.0786 hartree/bohr
**ΔE to the lowest compared entry with this formula, charge and spin**: 0.0 kcal/mol
**HOMO-LUMO gap**: 8.241 eV
**M**: 411.7 Da
**HOMO energy**: -0.57189 Ha



4.
Density functional theory data (ωB97M-V/def2-TZVPD) for C11H19N5O9PtS as an isolated structure at a distorted geometry.

ORCA input file:
```
! wB97M-V def2-TZVPD RIJCOSX def2/J DEFGRID3
* xyz 0 5
Pt 0.94409 -1.22906 0.28865
S 0.50132 -3.34124 1.58284
O 2.91392 -0.68630 -3.36075
O 1.33612 -0.82989 -1.78860
O 4.13222 -1.52050 3.85741
O 0.33168 -4.53064 2.33925
O 1.23478 1.06205 0.86822
O 2.64928 0.06976 3.09294
O 0.61205 -3.50349 0.09368
O 1.78075 -2.55796 1.91510
O -0.54924 -2.28108 1.78093
N 3.30219 -0.74653 0.10848
N -1.79425 -1.28726 -1.22587
N -1.03356 -0.54834 -0.39566
N -3.07035 0.01908 -0.16245
N -3.01472 -0.94681 -1.10106
C 4.08997 -1.34467 1.12791
C -4.33146 0.65753 0.19875
C 2.54713 -0.94076 -2.23493
C 3.50085 0.72175 0.03417
C -3.58650 2.96552 -0.52173
C 2.20498 1.50780 -0.09445
C -4.89234 1.51262 -2.11676
C 3.55106 -1.43049 -1.19166
C -4.65387 1.88424 -0.65717
C -1.83789 0.24708 0.27056
C 3.41026 -0.79332 3.31816
H -5.14683 2.40089 -2.69515
H 2.41336 2.56832 0.06039
H -3.43581 3.25948 0.51957
H 3.97483 -2.41298 1.22402
H -5.09607 -0.10946 0.08925
H 4.56919 -1.24368 -1.53597
H -5.70646 0.79414 -2.21849
H -4.26025 0.92493 1.25297
H -4.00139 1.06859 -2.56393
H 4.16084 0.96269 -0.80385
H 3.99991 1.02980 0.95363
H -3.87607 3.85487 -1.08085
H 1.66950 0.96394 1.73130
H 1.74485 1.37458 -1.06955
H -2.62935 2.63007 -0.92860
H 3.39943 -2.50050 -1.03887
H 5.08006 -0.92591 1.29406
H -1.54996 0.96073 1.02193
H -5.58829 2.27043 -0.23784
*
```

**Electronic energy**: -1898.8161 Eh
**F_max**: 0.0258 hartree/bohr
**<S²>**: 6.014
**ΔE to the lowest compared entry with this formula, charge and spin**: 29.8 kcal/mol
**HOMO-LUMO gap (spin up / spin down)**: 9.063 / 7.399 eV
**M**: 592.4 Da
**HOMO energy (spin up / spin down)**: -0.33044 / -0.36102 Ha



> Among the records above, which one has the highest F_max?

C11H19N3O



> What is the formula in the third record?

C11H19N4Tl



> Look up the M of the third one.

411.7 Da



Copy entry 3 word for word.
Density functional theory data (ωB97M-V/def2-TZVPD) for C11H19N4Tl as an isolated structure at a distorted geometry.

ORCA input file:
```
! wB97M-V def2-TZVPD RIJCOSX def2/J DEFGRID3
* xyz 2 1
Tl 8.36897 5.89435 2.09543
N 10.63576 5.39684 4.61317
N 7.15724 4.52003 3.84210
N 6.71642 7.11101 4.63645
N 9.15365 8.46071 3.60416
C 5.60206 9.13197 4.16726
C 4.40744 7.10841 4.15665
C 9.50453 4.14696 4.52131
C 5.59439 6.43427 4.42258
C 5.75971 4.95632 4.28053
C 8.08241 4.58569 4.93801
C 8.14328 8.95815 4.57356
C 10.34827 7.93495 4.34035
C 6.75436 8.39563 4.42200
C 9.96431 6.70080 5.08296
C 4.38500 8.48460 3.94371
H 5.60850 4.50544 5.25792
H 9.95461 6.74430 6.13718
H 11.22079 7.81078 3.67180
H 11.39835 5.08301 5.28733
H 5.71986 10.20940 4.02280
H 7.96739 5.56749 5.38544
H 9.44648 9.18566 2.91076
H 7.69375 3.90970 5.69672
H 9.62019 3.63869 3.55944
H 9.89745 3.51134 5.27758
H 8.48237 8.73309 5.56906
H 3.47603 6.52941 4.06118
H 3.47814 8.99383 3.59735
H 4.98568 4.52452 3.63582
H 8.04545 10.05559 4.44696
H 7.08700 3.47419 3.62718
H 10.66369 8.75161 5.03760
H 10.79149 5.06002 3.70514
H 8.95336 6.54278 4.78833
*
```

**Electronic energy**: -821.4041 Eh
**F_max**: 0.0786 hartree/bohr
**ΔE to the lowest compared entry with this formula, charge and spin**: 0.0 kcal/mol
**HOMO-LUMO gap**: 8.241 eV
**M**: 411.7 Da
**HOMO energy**: -0.57189 Ha